(1)
This record from OMol25 describes the molecule C5H9NO. The level of theory is wB97M-V/def2-TZVPD.

```
16
Properties=species:S:1:pos:R:3:lowdin_charge:R:1
C 0.94 -1.15 1.72 -0.009
C 1.28 0.14 1.01 -0.402
O 2.29 0.77 1.27 0.071
C 0.35 0.67 -0.04 -0.214
C -1.12 0.78 0.20 -0.092
N -0.60 -0.24 -0.66 -0.133
C -0.80 -0.05 -2.09 -0.094
H 1.82 -1.80 1.70 0.089
H 0.72 -0.93 2.77 0.090
H 0.08 -1.65 1.27 0.071
H 0.80 1.44 -0.65 0.147
H -1.62 1.64 -0.25 0.113
H -1.56 0.44 1.14 0.111
H -1.78 -0.45 -2.36 0.084
H -0.04 -0.61 -2.64 0.085
H -0.76 1.00 -2.39 0.084
```

## Properties
Lowest unoccupied orbital energy   0.955 eV
Energy relative to the best compared isomer or geometry (same formula, charge and spin)   45.26 kcal/mol
SMILES string   CC(=O)[C@@H]1CN1C
HOMO-LUMO gap   10.325 eV
Electronic energy   -325.8654 hartree
Spin multiplicity   1

=====

(2)
This record from OMol25 describes the molecule C9H2Cl4N4 at a distorted geometry. The level of theory is wB97M-V/def2-TZVPD.

```
19
Properties=species:S:1:pos:R:3:lowdin_charge:R:1
N -3.04 0.65 -3.13 0.198
C -2.77 -0.38 -2.67 -0.153
C -2.32 -1.24 -1.64 -0.293
C -2.84 -2.56 -1.74 -0.176
N -3.49 -3.52 -1.80 0.184
N -1.53 -0.96 -0.60 0.145
N -0.81 0.22 -0.54 -0.014
C 0.31 0.30 0.21 -0.320
C 1.55 0.70 -0.34 -0.569
Cl 1.70 0.75 -2.09 0.728
C 2.59 0.92 0.48 -0.131
C 2.56 0.84 1.87 -0.604
Cl 4.01 0.99 2.93 0.633
C 1.31 0.54 2.45 -0.635
Cl 1.22 0.50 4.22 0.640
C 0.19 0.40 1.61 -0.514
Cl -1.47 0.07 2.22 0.679
H -0.70 0.62 -1.45 0.085
H 3.54 1.15 0.01 0.117
```

## Properties
Lowest unoccupied orbital energy   -1.442 eV
SMILES string   N#CC(C#N)=NNc1c(Cl)cc(Cl)c(Cl)c1Cl
HOMO-LUMO gap   8.101 eV
Electronic energy   -2403.8601 hartree
Spin multiplicity   1

=====

(3)
This record from OMol25 describes the molecule C16H19FN2OS. The level of theory is wB97M-V/def2-TZVPD.

```
40
Properties=species:S:1:pos:R:3:lowdin_charge:R:1
C -2.27 0.30 -3.82 -0.087
N -1.45 0.22 -2.62 -0.233
C -0.03 0.26 -2.91 -0.118
C 0.79 -0.31 -1.75 -0.500
O 1.90 0.08 -1.47 0.062
N 0.16 -1.32 -1.12 0.059
C 0.69 -1.95 0.06 -0.165
C 0.10 -1.34 1.35 -0.139
C 0.69 -2.00 2.56 -0.247
C 1.93 -1.59 3.04 -0.029
C 2.51 -2.22 4.12 -0.004
C 1.84 -3.26 4.73 -0.281
F 2.40 -3.87 5.80 0.052
C 0.61 -3.69 4.28 -0.008
C 0.04 -3.06 3.19 -0.036
C -1.85 1.18 -1.60 -0.203
C -1.78 2.62 -2.02 -0.519
C -2.74 3.35 -2.65 -0.147
C -2.33 4.67 -2.94 -0.188
C -1.06 4.92 -2.53 -0.411
S -0.34 3.56 -1.78 1.045
H -3.32 0.23 -3.54 0.088
H -2.03 -0.55 -4.46 0.087
H -2.11 1.23 -4.39 0.088
H 0.17 -0.38 -3.78 0.134
H 0.35 1.26 -3.14 0.103
H -0.80 -1.49 -1.38 0.134
H 1.77 -1.79 0.05 0.123
H 0.48 -3.02 0.03 0.127
H 0.32 -0.27 1.36 0.119
H -0.99 -1.47 1.34 0.114
H 2.44 -0.78 2.55 0.121
H 3.47 -1.90 4.50 0.118
H 0.11 -4.51 4.77 0.116
H -0.92 -3.39 2.82 0.114
H -2.88 0.94 -1.31 0.129
H -1.20 1.03 -0.73 0.110
H -3.72 2.97 -2.89 0.111
H -2.95 5.40 -3.43 0.100
H -0.50 5.83 -2.62 0.059
```

## Properties
Lowest unoccupied orbital energy   0.669 eV
SMILES string   CN(CC(=O)NCCc1ccc(F)cc1)Cc1cccs1
HOMO-LUMO gap   9.597 eV
Electronic energy   -1303.9052 hartree
Spin multiplicity   1

=====

(4)
This record from OMol25 describes a cluster of 2 separate species, C5H7NO2 in total at a distorted geometry. The level of theory is wB97M-V/def2-TZVPD.

```
15
Properties=species:S:1:pos:R:3:lowdin_charge:R:1
C -1.90 1.34 -0.99 -0.334
C -0.87 -0.85 0.43 -0.479
C -1.11 0.15 -0.61 -0.123
C -0.24 -0.45 1.68 -0.023
C 1.34 0.25 -1.01 0.107
N -1.84 0.17 -1.80 0.160
O -2.38 2.44 -0.95 0.123
O -1.17 -2.05 0.20 0.039
H -1.11 -0.32 2.25 0.090
H 0.18 0.53 1.44 0.088
H 0.52 -1.18 1.92 0.105
H 1.41 -0.03 0.04 -0.017
H 1.55 1.30 -1.37 0.032
H 1.47 -0.42 -1.91 0.042
H -2.56 -0.63 -1.98 0.189
```

## Properties
Lowest unoccupied orbital energy (alpha / beta)   -0.939 / -0.394 eV
Energy relative to the best compared isomer or geometry (same formula, charge and spin)   129.81 kcal/mol
HOMO-LUMO gap (alpha / beta)   7.937 / 8.217 eV
Electronic energy   -399.7587 hartree
Spin multiplicity   1

=====

(5)
This record from OMol25 describes the molecule C4H10N4 at a distorted geometry. The level of theory is wB97M-V/def2-TZVPD.

```
18
Properties=species:S:1:pos:R:3:lowdin_charge:R:1
H -2.55 -2.38 -0.30 0.047
N -1.71 -1.80 -0.29 0.113
C -1.89 -0.61 0.11 -0.462
N -3.08 -0.04 0.46 0.117
C -0.72 0.40 0.10 -0.307
C 0.58 -0.30 -0.05 -0.181
N 1.63 0.74 -0.29 -0.145
C 2.98 0.23 -0.21 -0.151
N -0.96 1.59 0.42 0.159
H -0.13 2.18 0.47 0.061
H -3.05 0.91 0.79 0.073
H -3.93 -0.58 0.51 0.098
H 0.82 -0.81 0.89 0.133
H 0.52 -1.03 -0.86 0.112
H 1.47 1.18 -1.19 0.107
H 3.15 -0.17 0.79 0.076
H 3.68 1.04 -0.39 0.074
H 3.18 -0.57 -0.94 0.076
```

## Properties
Lowest unoccupied orbital energy   0.984 eV
Energy relative to the best compared isomer or geometry (same formula, charge and spin)   16.75 kcal/mol
SMILES string   [H]/N=C(N)/C(CNC)=N/[H]
HOMO-LUMO gap   10.024 eV
Electronic energy   -377.4201 hartree
Spin multiplicity   1

=====

(6)
This record from OMol25 describes a structure of composition C36H50BaN9O5S2SbSi at a distorted geometry. The level of theory is wB97M-V/def2-TZVPD.

```
105
Properties=species:S:1:pos:R:3:lowdin_charge:R:1
Ba 0.06 0.55 -0.44 1.791
C -1.48 -3.94 1.70 -0.053
C -0.68 -2.77 1.20 -0.295
N -1.09 -2.07 0.20 -0.065
N -2.30 -2.43 -0.30 -0.064
C -2.51 -2.11 -1.57 -0.967
N -3.82 -2.31 -1.96 0.016
S -1.41 -1.56 -2.74 0.479
C 0.59 -2.38 1.83 -0.240
C 1.20 -3.14 2.83 -0.033
C 2.42 -2.73 3.35 -0.077
C 3.00 -1.57 2.88 -0.068
C 2.32 -0.86 1.90 -0.173
N 1.16 -1.24 1.40 -0.009
H -1.85 -4.50 0.85 0.065
H -2.36 -3.59 2.25 0.077
H -0.91 -4.61 2.35 0.048
H -4.35 -2.92 -1.36 0.065
H -3.94 -2.42 -2.95 0.044
H 0.75 -4.05 3.20 0.089
H 2.90 -3.32 4.12 0.099
H 3.95 -1.21 3.26 0.097
H 2.71 0.08 1.53 0.104
C 0.59 3.69 -5.15 -0.080
N 0.56 4.02 -3.74 -0.174
C 0.41 5.44 -3.50 -0.093
C -0.17 3.12 -2.93 -0.431
N 0.13 1.89 -2.82 0.043
N -1.27 3.69 -2.29 0.132
C -2.26 2.99 -1.56 -0.571
N -2.80 3.81 -0.58 0.112
N -2.62 1.82 -1.89 0.114
H 1.44 4.17 -5.62 0.077
H -0.33 4.02 -5.66 0.085
H 0.68 2.61 -5.28 0.077
H -0.55 5.84 -3.85 0.085
H 1.22 5.96 -4.02 0.081
H 0.53 5.66 -2.43 0.090
H 0.98 1.67 -3.32 0.055
H -1.06 4.57 -1.84 0.099
H -2.03 4.23 -0.04 0.045
H -3.34 3.26 0.07 0.081
H -3.35 1.48 -1.27 0.048
O -0.19 4.43 0.47 -0.398
S 0.12 3.19 1.22 0.167
O 0.32 3.48 2.65 -0.429
O -1.03 2.23 1.06 -0.663
O 1.29 2.51 0.64 -0.571
C 2.24 1.92 5.68 -0.218
C 0.77 2.29 5.49 -0.453
Sb -0.23 0.96 4.10 1.468
C -2.15 1.93 4.23 -0.435
C -3.23 1.26 3.38 -0.202
C -0.65 -0.48 5.72 -0.463
C -1.51 -1.66 5.29 -0.215
H 2.74 2.58 6.39 0.051
H 2.77 1.99 4.73 0.060
H 2.35 0.89 6.04 0.046
H 0.67 3.28 5.06 0.031
H 0.23 2.26 6.44 0.038
H -1.97 2.95 3.88 0.038
H -2.44 1.98 5.29 0.040
H -2.91 1.22 2.34 0.041
H -4.18 1.81 3.43 0.057
H -3.43 0.24 3.71 0.041
H -1.11 0.06 6.56 0.031
H 0.33 -0.83 6.07 0.026
H -2.52 -1.35 5.03 0.044
H -1.09 -2.15 4.41 0.036
H -1.60 -2.42 6.08 0.053
O 2.24 -0.49 -1.67 -0.500
Si 3.51 -0.95 -2.46 0.377
C 4.33 0.41 -3.53 -0.199
C 3.71 0.81 -4.72 -0.104
C 4.23 1.84 -5.50 -0.111
C 5.40 2.49 -5.11 -0.121
C 6.03 2.10 -3.94 -0.107
C 5.50 1.07 -3.16 -0.087
C 3.13 -2.33 -3.72 -0.219
C 3.99 -2.71 -4.75 -0.122
C 3.65 -3.73 -5.63 -0.120
C 2.43 -4.37 -5.50 -0.122
C 1.55 -4.00 -4.49 -0.092
C 1.91 -2.99 -3.61 -0.089
C 4.92 -1.59 -1.34 -0.201
C 5.68 -2.72 -1.61 -0.089
C 6.70 -3.13 -0.76 -0.111
C 6.97 -2.41 0.40 -0.122
C 6.22 -1.28 0.69 -0.107
C 5.21 -0.88 -0.17 -0.110
H 2.81 0.30 -5.04 0.105
H 3.73 2.13 -6.41 0.090
H 5.80 3.29 -5.71 0.086
H 6.94 2.60 -3.62 0.090
H 6.02 0.78 -2.25 0.090
H 4.94 -2.19 -4.88 0.100
H 4.33 -4.01 -6.43 0.085
H 2.15 -5.16 -6.20 0.084
H 0.59 -4.48 -4.39 0.095
H 1.21 -2.68 -2.83 0.049
H 5.48 -3.30 -2.50 0.087
H 7.27 -4.02 -0.99 0.088
H 7.76 -2.73 1.07 0.086
H 6.42 -0.71 1.59 0.093
H 4.62 0.00 0.06 0.100
```

## Properties
Lowest unoccupied orbital energy   4.181 eV
Energy relative to the best compared isomer or geometry (same formula, charge and spin)   15.65 kcal/mol
Total charge   -2
HOMO-LUMO gap   6.487 eV
Electronic energy   -3622.7325 hartree
Spin multiplicity   1

=====

What did the fifth record say?
This record from OMol25 describes the molecule C4H10N4 at a distorted geometry. The level of theory is wB97M-V/def2-TZVPD.

```
18
Properties=species:S:1:pos:R:3:lowdin_charge:R:1
H -2.55 -2.38 -0.30 0.047
N -1.71 -1.80 -0.29 0.113
C -1.89 -0.61 0.11 -0.462
N -3.08 -0.04 0.46 0.117
C -0.72 0.40 0.10 -0.307
C 0.58 -0.30 -0.05 -0.181
N 1.63 0.74 -0.29 -0.145
C 2.98 0.23 -0.21 -0.151
N -0.96 1.59 0.42 0.159
H -0.13 2.18 0.47 0.061
H -3.05 0.91 0.79 0.073
H -3.93 -0.58 0.51 0.098
H 0.82 -0.81 0.89 0.133
H 0.52 -1.03 -0.86 0.112
H 1.47 1.18 -1.19 0.107
H 3.15 -0.17 0.79 0.076
H 3.68 1.04 -0.39 0.074
H 3.18 -0.57 -0.94 0.076
```

## Properties
Lowest unoccupied orbital energy   0.984 eV
Energy relative to the best compared isomer or geometry (same formula, charge and spin)   16.75 kcal/mol
SMILES string   [H]/N=C(N)/C(CNC)=N/[H]
HOMO-LUMO gap   10.024 eV
Electronic energy   -377.4201 hartree
Spin multiplicity   1

=====

electronic energy of number 6 (C36H50BaN9O5S2SbSi)? -3622.7325 hartree